# 1
102
Properties=species:S:1:pos:R:3:lowdin_charge:R:1 method="wB97M-V/def2-TZVPD" e_homo_ev="-10.52 / -10.52" energy_ev=-107773.17962 e_lumo_ev="-4.8 / -4.1" spin_multiplicity=5 charge=+1
Cr 2.420 1.844 0.011 1.16
O 0.335 -1.385 -1.209 0.12
C 0.918 -0.173 -0.824 -0.77
O 1.500 -0.072 0.237 -0.03
O 1.032 0.851 -1.438 0.03
H 0.579 -1.829 -0.394 0.06
F 1.192 3.727 -0.949 0.01
C 0.429 4.851 -1.063 -0.26
C 0.217 5.663 0.038 -0.02
C -0.595 6.768 -0.042 -0.06
C -1.151 7.135 -1.260 -0.09
C -0.954 6.389 -2.414 -0.04
C -0.151 5.211 -2.260 -0.01
H 0.677 5.331 0.958 0.10
H -0.908 7.425 0.757 0.11
H -1.734 8.039 -1.352 0.11
H -1.336 6.706 -3.374 0.11
H -0.061 4.565 -3.120 0.12
F 1.183 2.513 1.568 -0.04
C -0.009 2.533 2.238 -0.24
C -0.345 3.684 2.934 -0.03
C -1.586 3.755 3.524 -0.05
C -2.558 2.739 3.361 -0.04
C -2.269 1.634 2.557 -0.04
C -0.988 1.560 1.989 0.01
H 0.451 4.411 3.011 0.12
H -1.749 4.629 4.137 0.11
H -3.536 2.888 3.793 0.11
H -3.002 0.878 2.314 0.10
H -0.802 0.753 1.295 0.11
F 3.753 0.905 1.657 0.02
C 4.867 1.024 2.368 -0.29
C 6.073 0.483 1.904 0.01
C 7.231 0.687 2.660 -0.07
C 7.210 1.309 3.908 -0.06
C 5.975 1.817 4.388 -0.03
C 4.824 1.722 3.561 -0.01
H 6.118 0.033 0.923 0.12
H 8.202 0.311 2.373 0.11
H 8.119 1.470 4.470 0.11
H 5.831 2.357 5.313 0.11
H 3.861 2.152 3.795 0.10
F -4.028 -0.600 0.197 0.07
C -3.825 0.588 -0.376 -0.32
C -2.732 0.697 -1.198 -0.03
C -2.464 1.899 -1.805 -0.06
C -3.298 3.011 -1.589 -0.08
C -4.339 2.923 -0.700 -0.07
C -4.620 1.696 -0.109 -0.02
H -2.128 -0.193 -1.295 0.11
H -1.597 2.114 -2.412 0.09
H -3.038 3.945 -2.064 0.09
H -4.925 3.782 -0.406 0.11
H -5.419 1.516 0.594 0.12
F -0.058 -2.967 0.690 0.02
C 0.477 -4.217 0.781 -0.26
C 0.509 -4.826 2.041 0.00
C 0.970 -6.194 2.126 -0.06
C 1.385 -6.852 0.970 -0.08
C 1.359 -6.226 -0.308 -0.04
C 0.850 -4.909 -0.396 -0.02
H 0.177 -4.303 2.926 0.11
H 0.963 -6.553 3.145 0.10
H 1.680 -7.884 1.087 0.10
H 1.661 -6.740 -1.209 0.11
H 0.577 -4.483 -1.350 0.09
F -2.774 0.215 -8.254 0.06
C -2.270 -0.205 -7.079 -0.27
C -2.398 -1.563 -6.757 0.02
C -1.698 -2.061 -5.605 -0.05
C -1.005 -1.163 -4.826 -0.11
C -0.910 0.186 -5.145 -0.10
C -1.475 0.650 -6.296 -0.02
H -2.892 -2.213 -7.465 0.11
H -1.757 -3.088 -5.273 0.08
H -0.566 -1.465 -3.887 0.09
H -0.306 0.750 -4.450 0.09
H -1.324 1.680 -6.582 0.11
F -2.555 -6.268 -4.717 0.06
C -2.837 -5.216 -3.933 -0.28
C -4.053 -4.518 -4.163 -0.01
C -4.356 -3.486 -3.317 -0.08
C -3.480 -3.172 -2.276 -0.08
C -2.297 -3.870 -2.089 -0.08
C -1.936 -4.942 -2.927 0.00
H -4.840 -4.842 -4.827 0.12
H -5.282 -2.940 -3.412 0.11
H -3.700 -2.317 -1.654 0.08
H -1.696 -3.573 -1.241 0.08
H -1.030 -5.473 -2.673 0.10
F 1.882 1.537 4.794 0.04
C 2.153 0.212 4.861 -0.27
C 1.809 -0.533 3.758 -0.02
C 2.227 -1.877 3.653 -0.08
C 2.864 -2.529 4.662 -0.09
C 3.146 -1.801 5.834 -0.06
C 2.837 -0.429 5.969 0.02
H 1.214 -0.075 2.982 0.09
H 2.112 -2.453 2.747 0.09
H 3.169 -3.550 4.486 0.11
H 3.578 -2.379 6.638 0.10
H 3.046 0.256 6.778 0.11

=====

# 2
38
Properties=species:S:1:pos:R:3:lowdin_charge:R:1 method="wB97M-V/def2-TZVPD" e_homo_ev=-4.91 energy_ev=-60342.78572 e_lumo_ev=2.4 charge=-1
F 4.312 -0.736 2.717 0.05
C 3.003 -0.399 2.454 -0.78
F 2.222 -1.494 2.504 0.08
F 2.593 0.512 3.362 0.10
S 2.929 0.158 0.707 1.17
N -0.025 -0.263 1.726 -0.11
C -0.646 -1.447 1.441 -0.53
O -0.158 -2.458 0.927 0.01
C -2.066 -1.326 1.896 -0.15
C -2.372 -0.017 2.170 -0.22
C -3.624 0.359 2.658 -0.05
C -4.580 -0.647 2.889 -0.10
C -4.275 -2.004 2.624 -0.09
C -3.013 -2.343 2.098 -0.01
S -0.936 1.046 1.940 0.59
O -0.678 1.731 3.175 -0.32
O -1.058 1.824 0.724 -0.33
H -3.797 1.416 2.845 0.11
H -5.568 -0.372 3.279 0.09
H -5.025 -2.769 2.825 0.09
H -2.749 -3.373 1.864 0.11
C 4.130 4.592 -2.131 0.03
C 4.158 3.805 -0.816 -0.53
C 5.031 4.380 0.275 0.03
O 2.802 3.646 -0.361 0.07
C 2.624 2.869 0.766 -0.44
O 1.752 3.122 1.543 0.17
C 3.632 1.718 0.927 -0.39
C 4.543 1.497 -0.306 -0.53
O 5.090 0.446 -0.553 0.06
O 4.649 2.509 -1.196 0.07
H 3.493 4.055 -2.844 0.10
H 3.739 5.598 -1.950 0.10
H 5.154 4.635 -2.519 0.09
H 5.025 3.752 1.176 0.09
H 6.050 4.455 -0.110 0.10
H 4.668 5.381 0.522 0.11
H 4.198 1.909 1.857 0.15

=====

# 3
52
Properties=species:S:1:pos:R:3:lowdin_charge:R:1 method="wB97M-V/def2-TZVPD" e_homo_ev="-11.02 / -11.24" relative_energy_ev=0.4678 energy_ev=-121022.03338 e_lumo_ev="-3.5 / -3.0" spin_multiplicity=3 charge=+1
V -1.693 -1.410 -0.141 0.84
N -1.510 -3.256 -1.215 -0.02
N -1.949 -4.278 -0.358 0.03
C -2.436 -3.936 0.902 -0.66
O -2.852 -4.775 1.653 0.11
O -2.338 -2.642 1.152 -0.21
H -2.065 -3.222 -2.069 0.11
H -0.536 -3.392 -1.482 0.06
H -2.033 -5.222 -0.696 0.16
Cl 2.497 1.167 -6.020 0.71
C 1.530 0.698 -4.667 -0.67
C 1.898 -0.398 -3.908 -0.12
C 1.113 -0.759 -2.827 -0.55
Cl 1.614 -2.141 -1.882 0.74
C -0.045 -0.062 -2.461 -0.43
O -0.789 -0.389 -1.427 -0.30
C -0.370 1.039 -3.267 -0.56
Cl -1.797 1.944 -2.877 0.75
C 0.393 1.423 -4.352 -0.12
H 2.784 -0.966 -4.152 0.11
H 0.103 2.279 -4.944 0.11
N 7.629 2.475 3.370 0.18
C 6.590 2.015 3.207 -0.17
C 5.289 1.437 3.001 -0.21
C 4.241 1.765 3.858 0.00
C 2.988 1.216 3.653 0.01
C 2.799 0.334 2.600 -0.18
C 3.838 -0.010 1.749 0.01
C 5.087 0.553 1.945 0.00
N 1.506 -0.234 2.388 0.00
C 0.669 -0.769 3.349 0.00
C -0.438 -1.199 2.695 -0.08
N -0.287 -0.931 1.347 -0.03
C 0.893 -0.355 1.202 -0.11
H 4.408 2.455 4.673 0.13
H 2.160 1.482 4.297 0.12
H 3.678 -0.723 0.951 0.12
H 5.910 0.297 1.294 0.13
H 0.953 -0.816 4.385 0.14
H -1.301 -1.718 3.073 0.12
H 1.308 0.004 0.276 0.14
S -3.946 -1.165 -1.226 0.73
C -4.197 0.453 -0.848 -1.09
N -4.900 1.313 -1.551 -0.03
C -5.112 2.635 -0.958 -0.19
C -3.931 2.843 -0.015 -0.39
S -3.567 1.169 0.605 0.98
H -5.350 1.023 -2.408 0.16
H -6.061 2.644 -0.418 0.13
H -5.137 3.392 -1.739 0.13
H -4.182 3.493 0.818 0.09
H -3.053 3.222 -0.534 0.06

=====

# 4
10
Properties=species:S:1:pos:R:3:lowdin_charge:R:1 method="wB97M-V/def2-TZVPD" e_homo_ev=-10.00 relative_energy_ev=2.1718 smiles="O/N=c1/nnon1O" energy_ev=-13164.90445 e_lumo_ev=-1.0
O 1.636 -1.195 0.434 -0.07
N 0.696 -0.550 1.331 0.11
C -0.055 0.282 0.637 -0.35
N -1.228 0.840 1.240 0.10
N -1.773 1.614 0.414 0.16
O -0.898 1.552 -0.899 -0.08
N 0.028 0.546 -0.741 -0.15
O -0.404 -0.595 -1.358 0.04
H 2.022 -1.813 1.148 0.14
H -0.024 -0.681 -2.205 0.09

=====

# 5
35
Properties=species:S:1:pos:R:3:lowdin_charge:R:1 method="wB97M-V/def2-TZVPD" e_homo_ev="-17.40 / -17.40" relative_energy_ev=0.0000 energy_ev=-18757.02755 e_lumo_ev="-7.1 / -11.4" spin_multiplicity=2 charge=+2
C -1.864 -0.967 1.634 0.01
C -0.838 -0.645 0.521 -0.23
C 0.606 -0.944 1.109 -0.10
C 1.665 -0.765 0.069 -0.24
C 2.356 0.340 -0.200 0.24
N 1.872 -1.999 -0.655 0.25
N -0.957 0.920 0.300 0.19
H -2.219 0.020 2.014 0.10
H -2.631 -1.663 1.313 0.10
H -1.137 -1.517 2.312 0.10
H -0.914 -0.969 -0.519 0.11
H 0.596 -1.938 1.559 0.14
H 0.834 -0.129 1.798 0.09
H 2.147 1.287 0.221 0.08
H 3.295 0.401 -0.898 0.17
H 1.310 -2.779 -0.260 0.16
H 2.804 -2.227 -0.846 0.12
H -1.949 1.248 0.390 0.18
H -0.536 1.207 -0.613 0.12
H -0.453 1.528 0.994 0.13
H 0.809 -2.892 -3.214 0.11
H 1.413 -1.553 -2.869 0.08
O 0.607 -1.918 -3.401 -0.08
H -1.731 0.807 -2.690 0.01
H -2.244 2.212 -2.773 0.08
O -1.563 1.701 -2.297 -0.10
H 0.629 0.577 4.162 0.13
H 0.291 1.940 3.469 0.05
O 0.310 0.986 3.279 -0.09
H 1.436 3.731 1.181 -0.03
H -0.004 3.841 1.595 0.02
O 0.823 3.506 1.752 0.08
H -0.804 -1.208 -2.831 -0.01
H -2.308 -1.227 -3.123 0.10
O -1.649 -0.910 -2.482 -0.07

=====

# 6
25
Properties=species:S:1:pos:R:3:lowdin_charge:R:1 method="wB97M-V/def2-TZVPD" e_homo_ev="-7.34 / -5.81" relative_energy_ev=3.4214 energy_ev=-17124.51725 e_lumo_ev="0.8 / 0.8"
C -0.165 -1.667 -1.243 -0.05
C 2.580 -0.245 -0.285 -0.02
C 1.054 1.300 1.214 0.03
C -2.327 1.655 -0.488 -0.02
C 0.317 -0.917 -0.022 -0.31
C 1.220 0.389 -0.034 -0.47
C -2.163 0.325 0.196 -0.36
N 0.154 -1.692 1.073 0.11
F 0.884 1.148 -1.178 -0.01
F -2.433 0.137 1.537 0.01
F -2.773 -0.714 -0.428 0.02
H -1.055 -2.128 -1.063 0.03
H 0.629 -2.309 -1.515 0.06
H -0.388 -0.906 -2.128 0.13
H 2.986 -0.692 0.618 0.10
H 2.614 -0.828 -1.232 0.11
H 3.290 0.473 -0.417 0.04
H 1.692 2.076 1.007 0.06
H 0.100 1.591 1.217 0.01
H 1.364 0.588 2.108 0.14
H -1.838 2.548 -0.026 0.10
H -3.343 1.908 -0.436 0.06
H -2.098 1.614 -1.481 0.05
H 0.153 -1.168 1.938 0.09
H -0.456 -2.486 1.068 0.10

=====

# 7
16
Properties=species:S:1:pos:R:3:lowdin_charge:R:1 method="wB97M-V/def2-TZVPD" e_homo_ev=-9.42 relative_energy_ev=2.8452 smiles="C=N[C@H]1CC12CC2" energy_ev=-7855.31442 e_lumo_ev=1.2
C 1.629 2.057 0.143 -0.05
N 1.492 0.832 0.425 0.02
C 0.831 -0.009 -0.521 -0.28
C 0.786 -1.482 -0.151 -0.02
C -0.406 -0.628 0.014 -0.41
C -1.365 -0.216 1.057 -0.07
C -1.846 -0.620 -0.327 -0.07
H 2.068 2.712 0.895 0.06
H 1.300 2.508 -0.805 0.08
H 0.862 0.285 -1.574 0.14
H 1.363 -1.745 0.732 0.11
H 0.789 -2.211 -0.957 0.10
H -1.390 0.842 1.309 0.10
H -1.561 -0.888 1.888 0.10
H -2.347 -1.580 -0.425 0.10
H -2.228 0.159 -0.982 0.10

=====

# 8
29
Properties=species:S:1:pos:R:3:lowdin_charge:R:1 method="wB97M-V/def2-TZVPD" e_homo_ev=-9.44 relative_energy_ev=0.1494 smiles=CN(C)CCCS.O.O.O energy_ev=-23960.54686 e_lumo_ev=0.5
C 0.111 -0.515 -2.070 -0.08
N -0.289 0.323 -0.909 -0.27
C -0.323 1.744 -1.309 -0.09
C 0.644 0.123 0.224 -0.24
C -0.010 0.602 1.540 -0.27
C -1.457 0.188 1.755 -0.52
S -1.707 -1.638 1.700 0.72
H 1.084 -0.276 -2.498 0.07
H -0.649 -0.410 -2.848 0.09
H 0.144 -1.552 -1.755 0.08
H -0.634 2.437 -0.470 0.11
H -1.051 1.862 -2.048 0.06
H 0.631 2.138 -1.709 0.10
H 1.558 0.623 0.083 0.09
H 0.881 -0.962 0.353 0.11
H 0.032 1.702 1.576 0.10
H 0.677 0.247 2.399 0.12
H -2.046 0.691 0.953 0.06
H -1.833 0.561 2.708 0.07
H -1.416 -1.868 0.428 -0.17
O -3.424 0.538 -1.284 -0.05
H -3.823 -0.177 -0.786 0.03
H -2.499 0.420 -1.112 -0.04
O 3.534 -0.249 -1.807 -0.05
H 2.764 -0.251 -1.239 -0.02
H 4.303 -0.431 -1.275 0.04
O 1.912 -1.815 2.988 -0.07
H 1.127 -1.947 2.496 -0.05
H 1.758 -2.106 3.915 0.06

=====

# 9
62
Properties=species:S:1:pos:R:3:lowdin_charge:R:1 method="wB97M-V/def2-TZVPD" e_homo_ev=-9.18 energy_ev=-137677.19685 e_lumo_ev=-0.5
C -2.605 0.344 2.073 -0.06
C -1.732 -0.871 2.457 -0.15
C -1.550 -1.790 1.250 -0.29
F -2.656 -2.622 1.203 0.02
C -0.246 -2.673 1.233 -0.37
C -0.526 -3.856 2.158 -0.11
C 0.673 -4.524 2.833 -0.27
O 0.276 -4.865 4.166 -0.06
N 0.847 -1.803 1.652 0.14
C 0.991 -0.867 0.646 -0.38
O 1.041 0.341 0.738 0.13
C 1.138 -1.757 -0.609 -0.46
O 2.470 -2.228 -0.459 -0.05
O 1.033 -1.177 -1.870 -0.06
N 2.309 -1.161 -2.675 0.08
O 2.048 -1.333 -3.771 0.15
C 0.163 -2.998 -0.270 -0.54
Br 1.196 -4.660 -0.376 1.00
S -1.155 -3.486 -1.480 0.69
O -2.036 -4.434 -0.870 -0.26
O -0.484 -3.829 -2.697 -0.30
C -2.218 -2.011 -1.969 -0.67
F -3.352 -1.986 -1.296 0.17
F -2.485 -2.162 -3.255 0.17
F -1.582 -0.862 -1.775 0.13
H -3.202 0.683 2.915 0.08
H -3.250 0.117 1.225 0.08
H -1.967 1.178 1.776 0.07
H -0.793 -0.480 2.830 0.10
H -2.264 -1.434 3.221 0.12
H -1.547 -1.153 0.369 0.12
H -1.116 -4.606 1.634 0.12
H -1.161 -3.496 2.969 0.12
H 1.557 -3.885 2.847 0.11
H 0.941 -5.435 2.302 0.07
H 1.050 -4.804 4.730 0.08
H 0.786 -1.435 2.589 0.15
H 2.966 -1.673 0.152 0.12
F 1.582 7.231 3.122 0.05
C 1.363 5.974 2.683 -0.29
C 0.970 5.012 3.590 -0.02
C 0.743 3.722 3.130 -0.09
C 0.916 3.410 1.788 -0.09
C 1.315 4.400 0.898 -0.07
C 1.539 5.695 1.343 -0.01
H 0.846 5.274 4.632 0.12
H 0.429 2.957 3.828 0.10
H 0.742 2.401 1.437 0.06
H 1.453 4.165 -0.148 0.09
H 1.845 6.481 0.666 0.12
F 1.332 4.018 -2.771 0.05
C 0.773 3.127 -3.620 -0.28
C 0.063 2.064 -3.100 -0.01
C -0.508 1.157 -3.981 -0.08
C -0.355 1.319 -5.352 -0.09
C 0.366 2.397 -5.846 -0.08
C 0.936 3.316 -4.978 -0.02
H -0.033 1.952 -2.027 0.12
H -1.065 0.324 -3.604 0.08
H -0.796 0.604 -6.033 0.10
H 0.489 2.525 -6.914 0.10
H 1.498 4.167 -5.339 0.12

=====

# 10
53
Properties=species:S:1:pos:R:3:lowdin_charge:R:1 method="wB97M-V/def2-TZVPD" e_homo_ev="-7.23 / -7.23" energy_ev=-92197.05192 e_lumo_ev="-1.7 / -1.7"
Rh 0.496 -0.887 0.866 0.37
S 2.420 0.560 1.610 0.64
C 2.832 1.336 0.120 -0.72
C 3.846 2.303 0.149 -0.14
C 4.301 2.891 -1.006 -0.10
C 3.749 2.529 -2.237 -0.10
C 2.736 1.603 -2.288 -0.14
C 2.250 0.999 -1.123 -0.71
S 0.968 -0.153 -1.301 0.64
H 4.269 2.569 1.106 0.10
H 5.094 3.625 -0.958 0.10
H 4.114 2.977 -3.148 0.10
H 2.300 1.310 -3.231 0.10
N 3.799 -2.022 0.118 0.19
C 3.194 -2.932 0.881 -0.44
N 3.903 -3.985 1.282 0.18
C 3.227 -4.924 1.941 -0.44
N 3.901 -5.986 2.396 0.17
N 1.908 -4.891 2.172 0.18
C 1.292 -3.785 1.790 -0.28
N 1.888 -2.755 1.178 0.10
C -0.146 -3.680 2.027 -0.19
C -0.832 -4.658 2.744 0.01
C -2.199 -4.551 2.895 -0.03
C -2.846 -3.457 2.329 -0.02
C -2.093 -2.528 1.634 -0.13
N -0.776 -2.626 1.482 0.02
H 4.798 -2.068 0.011 0.12
H 3.303 -1.165 -0.085 0.02
H 4.892 -6.038 2.247 0.11
H 3.413 -6.702 2.902 0.11
H -0.266 -5.483 3.146 0.11
H -2.754 -5.309 3.430 0.12
H -3.914 -3.334 2.405 0.12
H -2.565 -1.680 1.159 0.02
S -5.827 1.604 -1.036 0.61
C -4.313 1.647 -0.397 -1.10
S -3.708 0.443 0.721 0.95
C -2.127 1.305 0.716 -1.06
N -2.146 2.334 -0.051 0.03
N -3.327 2.540 -0.650 -0.16
C -3.410 3.590 -1.590 -0.22
C -2.313 3.813 -2.413 -0.01
C -2.376 4.798 -3.379 -0.08
C -3.523 5.561 -3.524 -0.09
C -4.598 5.358 -2.676 -0.08
C -4.548 4.378 -1.700 -0.06
S -0.880 0.856 1.768 0.56
H -1.426 3.209 -2.294 0.11
H -1.530 4.959 -4.028 0.10
H -3.577 6.311 -4.298 0.10
H -5.484 5.967 -2.774 0.10
H -5.383 4.226 -1.036 0.08

=====

# 11
51
Properties=species:S:1:pos:R:3:lowdin_charge:R:1 method="wB97M-V/def2-TZVPD" e_homo_ev="-7.68 / -7.67" relative_energy_ev=0.1540 energy_ev=-132028.28185 e_lumo_ev="-0.2 / -1.3" spin_multiplicity=2
Ru 1.639 -0.231 0.732 0.80
C 3.300 -1.379 -0.197 -0.21
C 3.886 -0.254 0.422 -0.16
C 3.333 0.910 -0.182 -0.16
C 2.406 0.497 -1.177 -0.19
C 2.360 -0.931 -1.177 -0.21
H 3.478 -2.409 0.066 0.10
H 4.623 -0.277 1.208 0.11
H 3.553 1.927 0.098 0.09
H 1.811 1.151 -1.796 0.09
H 1.752 -1.559 -1.807 0.10
N 1.385 0.329 2.861 -0.03
C 0.397 1.331 3.165 -0.30
C -0.670 1.046 3.962 -0.03
C -1.685 2.007 4.170 -0.06
C -1.609 3.228 3.571 -0.03
C -0.511 3.543 2.734 -0.15
C -0.397 4.769 2.040 0.00
C 0.665 4.974 1.211 -0.05
C 1.627 3.950 1.080 -0.14
N 1.573 2.809 1.715 0.10
C 0.509 2.594 2.533 -0.23
H 1.113 -0.542 3.310 0.04
H 2.294 0.615 3.213 0.11
H -0.755 0.066 4.418 0.12
H -2.528 1.755 4.798 0.11
H -2.389 3.967 3.713 0.12
H -1.166 5.522 2.164 0.12
H 0.776 5.887 0.644 0.11
H 2.467 4.097 0.408 0.11
Se -0.737 0.337 0.245 0.70
C -0.451 1.860 -0.752 -0.78
N -0.259 2.812 -1.378 0.05
S -4.176 -3.966 -0.660 0.59
C -2.620 -3.525 -0.348 -1.11
S -1.947 -3.314 1.249 0.97
C -0.427 -2.832 0.558 -1.14
N -0.409 -2.847 -0.726 0.01
N -1.628 -3.223 -1.227 -0.15
C -1.796 -3.102 -2.642 -0.23
C -2.225 -4.183 -3.392 -0.04
C -2.363 -4.034 -4.764 -0.07
C -2.069 -2.821 -5.370 -0.09
C -1.638 -1.746 -4.604 -0.07
C -1.503 -1.882 -3.232 -0.01
S 0.951 -2.371 1.526 0.57
H -2.456 -5.118 -2.904 0.11
H -2.701 -4.871 -5.360 0.10
H -2.180 -2.712 -6.441 0.10
H -1.416 -0.797 -5.074 0.10
H -1.184 -1.055 -2.609 0.09

=====

# 12
13
Properties=species:S:1:pos:R:3:lowdin_charge:R:1 method="wB97M-V/def2-TZVPD" e_homo_ev=-8.49 relative_energy_ev=4.0242 smiles="C[C@@H]1N=C(O)NO1" energy_ev=-10280.77330 e_lumo_ev=0.7
C 0.830 0.946 -1.478 -0.06
C -0.183 -0.051 -0.872 -0.39
N -0.898 0.383 0.292 0.14
C -0.570 -0.339 1.280 -0.48
O -0.910 -0.184 2.578 0.12
N 0.275 -1.353 0.987 0.08
O 0.344 -1.329 -0.389 -0.08
H 1.564 1.438 -0.741 0.10
H 0.265 1.814 -1.643 0.04
H 1.219 0.503 -2.490 0.11
H -0.951 -0.281 -1.797 0.17
H -1.151 0.687 2.859 0.11
H 0.165 -2.235 1.415 0.14